Run a
Below is a structure of composition C21H23N6OReSi, with properties calculated with ωB97M-V with the def2-TZVPD basis set.

Structure (XYZ):
```
53
Properties=species:S:1:pos:R:3:lowdin_spin:R:1
Re -1.18 1.16 0.21 2.558
Si 1.13 0.91 -0.49 0.030
O -1.56 3.08 -0.55 0.051
N 0.17 2.26 3.12 0.015
N -0.74 0.71 4.50 0.000
N -1.76 -0.83 0.13 0.019
N -1.03 0.47 2.17 0.038
N -1.73 -0.77 5.94 0.022
N -1.94 -1.12 3.67 0.026
C -2.05 -1.45 -1.02 0.027
C -2.12 -1.44 1.29 0.018
C 1.02 0.63 -4.70 0.002
C -0.52 1.13 3.28 0.011
C 3.76 -2.94 0.03 -0.001
C 3.42 -0.73 -0.82 0.002
C 1.35 1.21 -2.39 0.035
C 2.07 2.33 -2.76 0.005
C -3.11 -3.27 0.13 0.027
C -1.47 -0.39 4.72 0.006
C 1.75 1.75 -5.07 0.004
C 2.25 2.61 -4.11 0.005
C 4.25 -1.81 -0.61 0.002
C -1.70 -0.69 2.47 0.008
C 2.47 -2.95 0.53 0.002
C -2.99 3.27 -0.51 0.018
C -2.71 -2.67 -1.06 -0.003
C 1.63 -1.87 0.32 0.001
C 0.84 0.34 -3.35 0.007
C -2.80 -2.65 1.33 0.001
C 2.12 -0.75 -0.33 0.025
H -2.91 -3.14 -2.02 -0.001
H -3.48 2.47 -1.08 0.004
H -2.27 -1.61 6.13 0.000
H 3.79 0.13 -1.36 0.000
H 1.99 1.93 0.19 0.016
H -3.65 -4.21 0.11 0.001
H 0.34 -0.57 -3.07 0.000
H -3.06 -3.07 2.29 0.000
H -3.35 3.26 0.52 0.001
H 0.53 2.53 2.21 0.005
H 2.79 3.50 -4.39 0.001
H -1.73 -0.96 -1.93 0.003
H -1.37 -0.22 6.71 0.000
H 5.27 -1.78 -0.98 0.000
H -1.12 3.94 -0.64 0.007
H 4.37 -3.82 0.10 0.000
H 0.54 2.70 3.94 0.000
H 2.10 -3.81 1.07 0.000
H 0.62 -0.04 -5.45 0.000
H 2.48 3.00 -2.02 0.000
H 0.62 -1.89 0.71 0.000
H -3.27 4.21 -0.97 0.002
H 1.96 1.93 -6.11 0.000
```

* HOMO-LUMO gap (spin up / spin down): 5.06 / 4.33 eV
* charge: +3
* 2S+1: 4
* highest occupied orbital energy (spin up / spin down): -16.63 / -16.59 eV



Run b
Below is a structure of composition C21H23N6OReSi, with properties calculated with ωB97M-V with the def2-TZVPD basis set.

Structure (XYZ):
```
53
Properties=species:S:1:pos:R:3:lowdin_spin:R:1
Re 0.04 -1.03 -0.41 2.628
Si -0.44 1.42 0.05 -0.008
O -1.87 -1.76 -1.04 0.086
N 0.02 -1.61 1.58 0.015
N 2.05 -1.01 0.03 0.044
N 3.54 -1.25 1.86 0.022
N 2.98 -1.12 -2.13 0.016
N 4.39 -1.04 -0.36 0.001
N 5.79 -1.02 1.45 0.017
C -1.08 -1.95 2.28 0.026
C -4.68 3.08 0.65 -0.006
C -2.16 1.98 0.22 0.001
C 1.59 1.94 -1.98 0.028
C -0.22 0.42 -2.56 0.018
C 0.19 -2.14 4.28 0.026
C 1.46 0.98 -4.20 0.019
C -3.10 2.02 -0.82 -0.003
C 2.07 1.82 -3.27 -0.009
C 0.33 0.26 -3.85 0.006
C -2.50 2.51 1.48 -0.004
C 4.58 -1.09 0.96 0.006
C -4.35 2.56 -0.61 0.000
C 2.37 -1.22 1.36 0.012
C 1.33 -1.79 3.57 -0.002
C 0.40 1.28 -1.61 -0.003
C 1.21 -1.54 2.22 0.018
C -3.27 -1.61 -0.55 0.012
C 3.16 -1.04 -0.81 0.013
C -1.03 -2.23 3.63 -0.003
C -3.76 3.06 1.68 0.001
H 2.08 -1.05 -2.57 0.006
H -1.78 2.51 2.29 0.000
H 3.81 -1.16 -2.71 0.000
H 2.09 2.59 -1.27 0.001
H 5.94 -1.08 2.44 0.000
H -1.93 -2.50 4.15 0.000
H -5.07 2.61 -1.41 0.000
H -1.84 -2.54 -1.61 0.003
H 6.58 -0.93 0.83 0.000
H -1.24 0.09 -2.41 0.008
H -0.17 -0.36 -4.58 0.000
H -3.29 -0.72 0.08 0.000
H 2.94 2.40 -3.56 -0.001
H -3.55 -2.50 -0.01 0.001
H 0.44 1.76 1.18 -0.001
H 2.31 -1.72 4.03 0.000
H 1.86 0.90 -5.20 0.001
H -2.85 1.67 -1.82 0.000
H 0.26 -2.36 5.34 0.001
H -5.66 3.51 0.81 0.000
H -2.01 -1.99 1.73 0.001
H -4.01 3.48 2.65 0.000
H -3.91 -1.46 -1.42 0.001
```

* HOMO-LUMO gap (spin up / spin down): 6.98 / 6.42 eV
* charge: +3
* 2S+1: 4
* highest occupied orbital energy (spin up / spin down): -17.49 / -17.43 eV



Most stable = run b